# 1
DFT (ωB97M-V/def2-TZVPD) results for a molecular structure, C50H53KN14OP2S in a non-equilibrium geometry.

Last column: Mulliken charge in e.
Positions of all 122 atoms, in Å:
1 K -1.225 -0.377 0.910  0.940
2 C 0.479 1.642 -3.848  -0.983
3 C 0.254 1.780 -2.313  -0.634
4 N 0.618 0.369 -1.978  0.548
5 C -0.075 -0.602 -2.629  0.436
6 C -0.924 -0.133 -3.761  0.199
7 N -0.066 0.766 -4.581  -0.868
8 C -0.088 -2.001 -2.245  -0.767
9 C -0.586 -3.011 -3.087  -0.427
10 C -0.818 -4.281 -2.596  1.363
11 C -0.496 -4.573 -1.268  -1.327
12 C -0.008 -3.513 -0.441  0.346
13 N 0.166 -2.283 -0.923  -0.447
14 C 0.351 -3.885 0.939  -0.167
15 C 0.953 -5.088 1.317  -0.449
16 N 1.114 -5.456 2.574  -0.593
17 C 0.701 -4.572 3.493  -0.564
18 C 0.093 -3.384 3.135  -0.363
19 N -0.061 -3.033 1.869  0.146
20 C -1.266 -5.315 -3.492  0.701
21 C -0.923 -6.701 -3.276  -0.597
22 C -1.353 -7.609 -4.159  -0.187
23 N -2.084 -7.306 -5.245  -0.664
24 C -2.443 -6.042 -5.456  -0.415
25 C -2.013 -5.002 -4.636  -0.507
26 H 1.227 2.278 -4.332  0.418
27 H 1.029 2.398 -1.790  0.709
28 H -1.158 -0.932 -4.479  0.069
29 H -0.650 -2.855 -4.171  0.933
30 H -0.712 -5.567 -0.853  0.472
31 H 1.420 -5.801 0.557  0.389
32 H 0.887 -4.852 4.534  0.381
33 H -0.153 -2.611 3.826  0.581
34 H -0.409 -7.009 -2.320  0.212
35 H -1.105 -8.702 -3.980  0.286
36 H -3.131 -5.914 -6.303  0.361
37 H -2.250 -3.968 -4.941  0.359
38 C -3.704 6.390 -0.564  -0.924
39 N -3.414 5.142 0.152  0.226
40 C -4.032 4.752 1.366  -0.652
41 C -3.240 3.728 1.835  -0.524
42 N -2.131 3.447 1.014  0.058
43 C -2.297 4.280 -0.022  0.218
44 P -1.228 4.172 -1.448  -0.197
45 C 0.614 4.389 -0.902  -0.435
46 N 1.159 4.065 0.296  -0.426
47 C 2.478 4.597 0.215  -0.751
48 C 2.694 5.278 -0.906  -0.432
49 N 1.549 5.053 -1.659  0.419
50 C 1.402 5.386 -3.067  -0.720
51 C -1.212 2.280 -2.144  0.777
52 N -2.012 1.432 -1.194  -0.196
53 C -2.669 0.576 -1.951  -0.822
54 C -2.257 0.645 -3.413  -0.596
55 N -1.901 2.110 -3.379  0.175
56 C -2.725 3.074 -4.105  -0.944
57 H -2.938 6.511 -1.359  0.337
58 H -4.706 6.480 -1.043  0.288
59 H -3.592 7.233 0.161  0.341
60 H -5.007 5.170 1.596  0.415
61 H -3.419 3.120 2.695  0.443
62 H 3.175 4.444 1.028  0.487
63 H 3.565 5.771 -1.288  0.452
64 H 2.278 5.165 -3.701  0.347
65 H 0.553 4.798 -3.486  0.237
66 H 1.066 6.431 -3.240  0.301
67 H -3.320 -0.167 -1.511  0.487
68 H -3.022 0.421 -4.143  0.853
69 H -2.323 3.190 -5.161  0.327
70 H -3.745 2.617 -4.163  0.290
71 H -2.732 4.092 -3.591  0.232
72 C 1.565 0.158 -0.915  -0.532
73 H 1.247 0.855 -0.095  -0.347
74 H 2.572 0.403 -1.319  0.219
75 H 1.566 -0.880 -0.548  0.384
76 O 0.886 1.769 1.918  -0.460
77 H 0.241 2.145 2.589  0.297
78 H 0.981 2.604 1.367  0.335
79 C 5.697 -2.237 1.634  -1.360
80 P 4.473 -0.915 2.136  0.594
81 C 4.676 -0.819 3.937  0.365
82 C 5.995 -0.951 4.361  -0.378
83 C 6.247 -0.816 5.730  -0.742
84 C 5.250 -0.429 6.598  -0.480
85 C 3.918 -0.306 6.164  -0.400
86 C 3.650 -0.498 4.820  -0.320
87 C 5.374 0.528 1.472  0.456
88 C 5.649 0.562 0.099  -0.501
89 C 6.452 1.453 -0.534  -0.803
90 C 7.091 2.358 0.322  -0.376
91 C 6.832 2.379 1.650  -0.637
92 C 5.919 1.504 2.259  -0.181
93 H 5.431 -2.636 0.640  0.363
94 H 5.647 -2.994 2.456  0.438
95 H 6.750 -1.815 1.548  0.360
96 H 6.797 -1.174 3.674  0.307
97 H 7.256 -0.903 6.099  0.379
98 H 5.480 -0.222 7.672  0.309
99 H 3.119 -0.021 6.862  0.377
100 H 2.576 -0.459 4.449  0.276
101 H 5.119 -0.172 -0.454  0.200
102 H 6.550 1.467 -1.588  0.513
103 H 7.788 3.074 -0.136  0.330
104 H 7.330 3.098 2.277  0.394
105 H 5.650 1.620 3.298  0.516
106 C -5.679 -3.681 2.450  -1.343
107 C -5.611 -2.202 2.275  0.834
108 C -6.588 -1.531 1.566  -0.758
109 C -6.331 -0.186 1.367  0.824
110 N -5.314 0.477 1.900  -0.381
111 C -4.401 -0.147 2.634  -0.159
112 S -2.993 0.565 3.343  -0.329
113 N -4.607 -1.490 2.853  -0.011
114 C -7.281 0.725 0.618  -1.183
115 H -6.306 -3.884 3.356  0.301
116 H -4.682 -4.109 2.669  0.361
117 H -6.133 -4.133 1.550  0.367
118 H -7.557 -2.006 1.270  0.360
119 H -3.975 -1.954 3.509  0.287
120 H -8.142 1.051 1.208  0.276
121 H -7.672 0.225 -0.293  0.369
122 H -6.702 1.619 0.307  0.309

E_HOMO (spin up / spin down) = -0.148 / -0.148 Ha
LUMO energy (spin up / spin down) = -0.7 / -0.7 eV
calculated total energy = -4459.567327 hartree
strongest force on any atom = 4.70 eV Å⁻¹
energy above the lowest of the compared OMol25 structures with the same formula, charge and spin = 228.3 kJ/mol
HOMO-LUMO gap (spin up / spin down) = 3.358 / 3.362 eV
spin multiplicity = 1

***

# 2
DFT (ωB97M-V/def2-TZVPD) results for C13H23N3OS in the gas phase in a non-equilibrium geometry.

Last column: natural (NBO) charge in e.
Positions of all 41 atoms, in Å:
1 C -2.150 -3.154 -0.231  -0.370
2 C -2.983 -2.163 -0.480  -0.187
3 C -3.801 -1.466 0.567  -0.272
4 N -3.671 -0.034 0.472  -0.386
5 C -2.591 0.753 0.777  0.377
6 N -2.842 2.000 0.528  -0.289
7 N -4.108 2.032 0.045  -0.384
8 C -4.660 0.795 -0.009  0.214
9 S -6.159 0.371 -0.520  -0.271
10 H -4.545 2.897 -0.224  0.427
11 C -1.316 0.235 1.333  -0.456
12 H -1.229 -0.830 1.117  0.246
13 H -1.325 0.376 2.418  0.234
14 C -0.108 0.961 0.737  -0.406
15 H -0.253 2.036 0.828  0.226
16 H 0.783 0.668 1.287  0.217
17 C 0.065 0.603 -0.743  0.100
18 O 0.249 -0.797 -0.825  -0.730
19 H 0.377 -1.034 -1.749  0.470
20 C 1.204 1.397 -1.420  -0.420
21 C 2.582 0.727 -1.414  -0.387
22 C 3.158 0.469 -0.024  -0.402
23 C 4.612 0.006 -0.094  -0.386
24 C 5.178 -0.281 1.291  -0.600
25 H 6.213 -0.608 1.222  0.208
26 H 4.604 -1.063 1.783  0.200
27 H 5.141 0.612 1.911  0.200
28 H 4.674 -0.898 -0.705  0.193
29 H 5.215 0.776 -0.581  0.192
30 H 2.567 -0.302 0.471  0.205
31 H 3.101 1.384 0.569  0.191
32 H 2.535 -0.221 -1.955  0.191
33 H 3.265 1.379 -1.965  0.203
34 H 1.274 2.372 -0.936  0.208
35 H 0.930 1.571 -2.465  0.204
36 H -0.877 0.871 -1.253  0.162
37 H -4.866 -1.676 0.400  0.267
38 H -3.521 -1.797 1.571  0.210
39 H -3.132 -1.796 -1.487  0.208
40 H -1.594 -3.640 -1.013  0.203
41 H -1.997 -3.530 0.767  0.190

E_HOMO = -0.289 Ha
SMILES = C=CCn1c(CC[C@H](O)CCCCC)n[nH]c1=S
LUMO energy = 0.7 eV
calculated total energy = -1146.839312 hartree
strongest force on any atom = 1.00 eV Å⁻¹
energy above the lowest of the compared OMol25 structures with the same formula, charge and spin = 67.5 kJ/mol
HOMO-LUMO gap = 8.533 eV
spin multiplicity = 1

***

# 3
DFT (ωB97M-V/def2-TZVPD) results for 2 unconnected molecules or ions with the total composition C6H5BrClNO5P in a non-equilibrium geometry.

Last column: natural (NBO) charge in e.
Positions of all 20 atoms, in Å:
1 O 3.050 0.958 -0.411  -0.922
2 P 2.680 2.526 -1.148  1.175
3 Br 4.240 3.932 -0.286  -0.203
4 N 1.023 2.894 -0.564  -0.890
5 Cl 0.997 2.955 1.189  0.207
6 H 2.176 0.471 -0.475  0.549
7 H 0.430 2.045 -0.809  0.525
8 H 0.645 3.779 -0.976  0.457
9 C -1.941 -0.762 -0.551  -0.548
10 C -2.788 -1.477 0.209  0.379
11 C -2.083 -2.421 1.178  0.457
12 O -2.661 -3.117 2.019  -0.609
13 C -0.601 -2.520 1.110  -0.514
14 C 0.246 -1.814 0.340  0.319
15 C -0.455 -0.793 -0.553  0.482
16 O 0.132 0.010 -1.285  -0.800
17 O 1.511 -1.899 0.282  -0.765
18 O -4.057 -1.448 0.210  -0.675
19 H -2.350 -0.055 -1.264  0.179
20 H -0.194 -3.264 1.785  0.196

E_HOMO = -0.106 Ha
LUMO energy = 0.0 eV
calculated total energy = -4038.083680 hartree
strongest force on any atom = 5.03 eV Å⁻¹
HOMO-LUMO gap = 2.863 eV
spin multiplicity = 1
net charge = -1

***

# 4
DFT (ωB97M-V/def2-TZVPD) results for CH3NO2 in the gas phase in a non-equilibrium geometry.

Last column: natural (NBO) charge in e.
Positions of all 7 atoms, in Å:
1 C -0.695 -0.236 -0.479  0.447
2 H 0.281 0.755 0.986  0.506
3 H 1.007 -0.615 -1.491  0.419
4 H -1.186 -0.792 -1.384  0.144
5 N 0.601 -0.017 -0.665  -0.323
6 O 1.232 0.431 0.488  -0.536
7 O -1.249 -0.158 0.688  -0.657

E_HOMO = -0.359 Ha
SMILES = O=CNO
LUMO energy = 0.6 eV
calculated total energy = -245.041757 hartree
strongest force on any atom = 4.42 eV Å⁻¹
energy above the lowest of the compared OMol25 structures with the same formula, charge and spin = 360.7 kJ/mol
HOMO-LUMO gap = 10.398 eV
spin multiplicity = 1

***

# 5
DFT (ωB97M-V/def2-TZVPD) results for C3H4N2O in the gas phase in a non-equilibrium geometry.

Last column: natural (NBO) charge in e.
Positions of all 10 atoms, in Å:
1 C -1.772 -0.193 0.494  -0.519
2 C -0.474 -0.219 0.319  0.369
3 N 0.504 0.539 0.962  -0.431
4 C 1.484 0.459 0.161  0.227
5 N 1.311 -0.439 -0.882  -0.316
6 O -0.006 -0.894 -0.768  -0.343
7 H -2.130 0.378 1.323  0.217
8 H -2.423 -0.784 -0.125  0.217
9 H 1.079 0.179 -1.749  0.371
10 H 2.426 0.973 0.266  0.209

E_HOMO = -0.308 Ha
SMILES = C=C1N=CNO1
LUMO energy = 0.8 eV
calculated total energy = -301.361041 hartree
strongest force on any atom = 4.42 eV Å⁻¹
energy above the lowest of the compared OMol25 structures with the same formula, charge and spin = 331.3 kJ/mol
HOMO-LUMO gap = 9.174 eV
spin multiplicity = 1

***

# 6
DFT (ωB97M-V/def2-TZVPD) results for 4 unconnected molecules or ions with the total composition C2H14N2O3 in a non-equilibrium geometry.

Last column: natural (NBO) charge in e.
Positions of all 21 atoms, in Å:
1 C 0.624 1.366 1.253  -0.233
2 C -0.450 0.293 1.088  -0.237
3 N -0.224 -0.900 1.873  -0.854
4 N 0.428 2.402 0.177  -0.867
5 H 1.569 0.850 1.069  0.180
6 H 0.588 1.842 2.221  0.179
7 H -0.546 0.017 0.041  0.216
8 H -1.426 0.701 1.396  0.173
9 H 0.228 -1.665 1.403  0.364
10 H 0.154 -0.759 2.799  0.362
11 H 0.706 3.310 0.519  0.367
12 H -0.559 2.397 -0.055  0.362
13 H 1.583 1.357 -1.215  0.490
14 H 1.718 1.915 -2.612  0.465
15 O 1.931 1.128 -2.096  -0.970
16 H -2.505 -2.446 -0.270  0.471
17 H -2.239 -2.703 -1.731  0.473
18 O -2.891 -2.873 -1.045  -0.943
19 H 0.946 -2.200 -1.030  0.475
20 H 0.299 -1.961 -2.357  0.480
21 O 0.066 -2.074 -1.427  -0.953

E_HOMO = -0.341 Ha
SMILES = NCCN.O.O.O
LUMO energy = 0.6 eV
calculated total energy = -419.809712 hartree
strongest force on any atom = 1.72 eV Å⁻¹
energy above the lowest of the compared OMol25 structures with the same formula, charge and spin = 79.4 kJ/mol
HOMO-LUMO gap = 9.903 eV
spin multiplicity = 1

***

# 7
DFT (ωB97M-V/def2-TZVPD) results for C10H20N2O4 in the gas phase in a non-equilibrium geometry.

Last column: natural (NBO) charge in e.
Positions of all 36 atoms, in Å:
1 C 2.374 -0.751 0.470  -0.148
2 C 0.930 -1.220 0.748  0.688
3 C 2.562 0.657 -0.054  0.045
4 C 3.969 1.195 -0.138  -0.622
5 C -1.480 -0.935 0.218  -0.155
6 C -1.637 -2.246 -0.506  0.774
7 C -2.215 0.251 -0.280  -0.237
8 C -3.668 -0.061 0.174  -0.597
9 C -1.588 1.545 0.206  -0.401
10 C -2.481 2.730 0.086  -0.608
11 H 2.735 -2.652 -0.454  0.389
12 H 4.031 -1.705 -0.677  0.382
13 H 2.913 -0.740 1.408  0.217
14 H 1.998 1.425 0.461  0.186
15 H 2.143 -0.376 -1.544  0.497
16 H 4.269 1.580 0.951  0.214
17 H 4.712 0.312 -0.481  0.197
18 H 3.992 2.028 -0.951  0.250
19 H 0.252 0.116 -0.598  0.450
20 H -1.749 -1.113 1.281  0.234
21 H -2.303 0.308 -1.328  0.226
22 H -4.050 -0.979 -0.179  0.241
23 H -3.595 -0.094 1.317  0.185
24 H -4.347 0.768 -0.134  0.213
25 H -1.419 1.489 1.260  0.198
26 H -0.543 1.653 -0.228  0.200
27 H -1.710 3.636 0.364  0.220
28 H -3.373 2.584 0.743  0.217
29 H -2.947 2.864 -0.971  0.207
30 H -0.346 -2.926 0.735  0.500
31 N 3.032 -1.692 -0.603  -0.867
32 N -0.003 -0.560 0.140  -0.597
33 O 0.730 -2.134 1.530  -0.661
34 O 2.034 0.634 -1.374  -0.761
35 O -2.451 -2.312 -1.431  -0.580
36 O -0.773 -3.278 -0.164  -0.696

E_HOMO = -0.370 Ha
SMILES = CC[C@H](C)[C@H](NC(=O)[C@@H](N)[C@@H](C)O)C(=O)O
LUMO energy = 0.6 eV
calculated total energy = -803.472225 hartree
strongest force on any atom = 3.56 eV Å⁻¹
energy above the lowest of the compared OMol25 structures with the same formula, charge and spin = 273.2 kJ/mol
HOMO-LUMO gap = 10.643 eV
spin multiplicity = 1

***

# 8
DFT (ωB97M-V/def2-TZVPD) results for 2 unconnected molecules or ions with the total composition C2H8NO2.

Last column: natural (NBO) charge in e.
Positions of all 13 atoms, in Å:
1 C 0.651 -0.733 1.888  -0.234
2 O -0.511 0.030 1.776  -0.837
3 H 1.062 -1.027 0.920  0.164
4 H 1.415 -0.162 2.431  0.129
5 H 0.447 -1.658 2.452  0.121
6 N -1.180 0.205 -0.767  -1.099
7 C -0.154 0.865 -1.449  0.084
8 O 0.895 -0.091 -1.836  -0.815
9 H -2.091 0.337 -1.191  0.322
10 H -0.837 0.101 0.748  0.504
11 H -0.441 1.396 -2.378  0.097
12 H 0.384 1.628 -0.853  0.102
13 H 0.360 -0.893 -1.742  0.461

E_HOMO = -0.105 Ha
LUMO energy = 4.5 eV
calculated total energy = -286.210311 hartree
strongest force on any atom = 0.76 eV Å⁻¹
energy above the lowest of the compared OMol25 structures with the same formula, charge and spin = 97.0 kJ/mol
HOMO-LUMO gap = 7.363 eV
spin multiplicity = 1
net charge = -1